The following is a DFT calculation (wB97M-V/def2-TZVPD) of 3 unconnected molecules or ions with the total composition C18H41ClN3O4P2 at a distorted geometry.

As for the total charge: +1. Its highest occupied orbital energy (alpha / beta) is -10.13 / -11.01 eV. Its spin multiplicity is 3.

```
69
Properties=species:S:1:pos:R:3:forces:R:3:mulliken_charge:R:1
N 0.737 -3.500 -4.793 -0.69 0.64 0.01 -0.56
P 0.078 -3.847 -6.125 2.32 0.42 1.48 0.84
O 0.152 -5.391 -6.423 -1.08 0.04 -0.33 -0.47
O 0.676 -3.059 -7.340 -0.75 -0.89 -1.09 -0.46
P -2.058 -3.387 -5.869 -0.49 -0.98 -0.27 0.34
Cl -3.142 -4.800 -6.790 0.02 0.52 0.26 -0.11
H 1.460 -2.802 -4.948 0.13 0.05 0.62 0.25
H 0.017 -5.816 -5.554 0.37 -0.45 -0.26 0.37
H 0.837 -3.653 -8.097 0.11 0.43 -0.20 0.35
H -2.434 -2.153 -6.411 0.07 0.06 0.21 0.25
H -2.322 -3.475 -4.486 0.01 0.26 -0.09 0.21
C 0.241 -0.509 -0.771 0.32 -0.15 0.17 -1.44
C -1.173 -1.073 -1.014 1.37 1.36 -0.17 1.93
C -2.110 -0.588 0.091 -0.42 -0.28 0.35 -1.33
C -1.877 -1.281 1.430 0.11 -0.06 -0.04 0.04
C -1.912 -2.800 1.270 -0.44 0.49 -0.06 -1.42
C -0.968 -3.314 0.183 1.56 -0.69 0.97 1.69
N -1.134 -2.564 -1.098 -2.11 0.27 0.86 0.73
O -2.198 -2.981 -1.691 0.04 -0.53 -1.12 -0.69
C 0.488 -3.223 0.675 0.16 0.32 0.01 -1.53
C -1.210 -4.805 -0.024 -0.42 -0.12 -0.48 -1.93
C -1.620 -0.466 -2.340 -0.43 -0.44 -0.39 -1.81
H 0.338 0.491 -1.190 -0.16 0.04 0.01 0.59
H 0.482 -0.408 0.283 0.03 -0.01 0.00 -0.24
H 1.006 -1.127 -1.246 -0.05 -0.07 -0.01 0.25
H -3.149 -0.755 -0.212 0.03 -0.10 -0.09 0.41
H -1.995 0.491 0.213 0.16 0.02 -0.11 0.26
H -0.927 -0.962 1.867 0.01 0.02 -0.04 -0.11
H -2.651 -0.973 2.135 0.01 0.01 0.02 0.46
H -1.661 -3.276 2.219 0.12 -0.11 -0.06 0.44
H -2.937 -3.104 1.037 0.03 -0.03 -0.14 0.34
H 1.185 -3.476 -0.124 -0.01 0.01 -0.03 0.36
H 0.650 -3.927 1.490 -0.12 -0.08 -0.02 0.47
H 0.758 -2.245 1.066 -0.01 0.03 -0.07 0.16
H -2.248 -5.028 -0.263 0.00 0.07 -0.10 0.37
H -0.970 -5.345 0.890 0.08 0.11 0.08 0.43
H -0.579 -5.199 -0.822 0.02 0.02 -0.01 0.42
H -0.972 -0.796 -3.158 0.04 0.00 0.03 0.34
H -1.565 0.619 -2.281 0.11 0.02 0.12 0.45
H -2.651 -0.720 -2.586 0.02 -0.11 0.03 0.36
C 2.103 2.900 4.322 -0.08 0.25 0.10 -1.90
C 1.936 2.426 2.860 0.78 -0.08 1.75 1.95
C 2.983 3.103 1.976 -0.09 0.33 -0.49 -1.29
C 2.690 4.577 1.704 -0.07 -0.04 0.05 -0.53
C 1.273 4.757 1.162 0.53 -0.26 -0.21 -1.20
C 0.203 4.107 2.038 -0.78 1.45 1.02 1.78
N 0.547 2.695 2.381 1.07 0.18 -1.93 0.22
O 0.306 1.949 1.361 -0.69 -0.73 -0.02 -0.30
C 0.004 4.939 3.318 0.24 -0.01 0.24 -1.68
C -1.140 4.180 1.321 -0.14 -0.50 -0.33 -1.97
C 2.214 0.928 2.899 -0.35 -0.34 -0.44 -1.95
H 2.851 2.301 4.838 0.04 -0.08 -0.12 0.49
H 2.439 3.932 4.403 -0.09 0.03 -0.01 0.34
H 1.172 2.796 4.879 -0.03 0.01 -0.02 0.35
H 3.043 2.578 1.017 -0.12 -0.07 0.02 0.35
H 3.965 3.003 2.441 -0.05 -0.10 0.12 0.36
H 2.830 5.172 2.611 -0.03 -0.02 0.02 0.32
H 3.408 4.961 0.978 0.01 0.02 0.01 0.39
H 1.054 5.820 1.053 -0.15 0.00 0.08 0.39
H 1.229 4.330 0.155 -0.07 -0.11 0.04 0.32
H -0.671 4.434 4.009 0.00 -0.04 0.00 0.38
H -0.438 5.903 3.071 -0.04 -0.03 -0.13 0.45
H 0.928 5.160 3.845 0.01 -0.07 0.02 0.29
H -1.107 3.726 0.332 0.04 -0.12 0.04 0.27
H -1.427 5.222 1.186 0.10 0.07 0.10 0.46
H -1.923 3.689 1.900 0.01 -0.03 0.01 0.46
H 1.479 0.407 3.516 -0.01 0.01 0.01 0.46
H 3.200 0.751 3.324 0.02 0.14 0.08 0.56
H 2.211 0.479 1.906 -0.12 0.05 -0.03 0.22
```
Positions in Å, forces in eV/Å.

The following is a DFT calculation (wB97M-V/def2-TZVPD) of 3 unconnected molecules or ions with the total composition C18H41ClN4O11P3 at a distorted geometry.

As for the total charge: +1. Its highest occupied orbital energy is -11.93 eV. Its spin multiplicity is 1.

```
78
Properties=species:S:1:pos:R:3:forces:R:3:mulliken_charge:R:1
O 6.871 2.413 2.911 -0.39 0.32 0.82 -0.46
C 7.224 2.147 1.811 0.77 -0.35 -0.13 0.37
O 7.345 3.111 0.839 -0.45 -0.19 0.06 -0.47
C 7.610 0.743 1.399 -0.48 0.03 -1.03 -0.54
C 6.316 -0.036 1.080 -0.10 -0.06 1.27 -0.34
C 5.569 -0.333 2.397 -0.48 -0.09 -0.31 -1.02
N 4.426 -1.237 2.195 0.47 0.91 -0.02 -0.04
C 3.264 -0.778 1.772 0.20 -1.08 0.26 0.44
N 2.194 -1.593 1.609 -0.44 0.46 -0.27 -0.59
C 1.231 -0.800 1.185 1.30 -0.59 0.49 -0.19
N 1.654 0.474 1.067 -2.20 0.24 -0.12 0.37
P 0.789 1.901 0.485 1.00 1.59 -1.29 -0.01
O -0.187 2.399 1.662 0.06 -0.74 0.07 -0.38
Cl -0.495 1.064 -0.871 0.19 -0.31 0.52 -0.12
N 2.971 0.495 1.451 -0.02 -0.67 0.17 -0.05
H 6.595 3.006 0.239 0.27 0.21 -0.32 0.34
H 8.203 0.811 0.490 0.21 -0.14 0.12 0.31
H 8.152 0.224 2.185 0.12 0.19 0.08 0.40
H 6.523 -0.999 0.618 0.11 0.16 -0.32 0.31
H 5.650 0.567 0.456 0.13 -0.22 -0.38 0.31
H 6.214 -0.778 3.150 0.09 0.00 -0.05 0.46
H 5.158 0.581 2.830 0.26 0.05 0.18 0.40
H 4.511 -2.223 2.379 -0.21 -0.06 -0.05 0.28
H 0.238 -1.149 0.954 -0.10 0.32 -0.07 0.54
H -0.550 3.254 1.379 -0.03 0.07 0.28 0.34
H 3.549 1.319 1.441 -0.18 0.15 -0.05 0.35
O -2.326 0.111 6.190 -1.32 1.33 2.25 -0.77
P -3.688 -0.245 5.740 0.94 -2.95 -5.17 1.03
O -3.788 -1.852 5.708 -0.32 0.54 0.52 -0.30
C -3.807 -2.588 6.941 -0.04 -0.21 0.30 -0.32
C -5.110 -2.423 7.700 -0.03 0.21 -0.09 -0.96
O -3.584 0.036 4.123 -0.31 0.25 0.20 -0.41
C -2.500 0.771 3.583 0.27 0.05 0.07 -0.58
C -1.376 -0.150 3.148 0.06 -0.39 -0.30 -0.77
O -5.270 0.037 5.757 0.87 1.17 1.99 -0.27
C -5.771 1.399 5.830 -0.28 0.28 -0.04 -0.34
C -5.593 2.184 4.544 0.32 -0.02 -0.06 -0.91
H -2.955 -2.291 7.559 0.02 0.03 -0.06 0.29
H -3.672 -3.634 6.670 0.05 0.05 -0.14 0.32
H -5.234 -1.397 8.052 0.01 -0.04 0.07 0.25
H -5.134 -3.085 8.566 0.04 -0.01 -0.01 0.40
H -5.960 -2.647 7.056 0.01 -0.07 0.00 0.25
H -2.141 1.511 4.300 0.08 -0.11 0.09 0.43
H -2.877 1.330 2.723 -0.14 -0.12 -0.01 0.40
H -1.171 -0.929 3.881 -0.07 0.15 0.19 0.34
H -0.455 0.402 2.968 -0.05 0.09 0.13 0.19
H -1.656 -0.660 2.220 -0.05 0.00 0.02 0.21
H -5.300 1.916 6.668 -0.01 -0.05 0.03 0.32
H -6.831 1.309 6.054 0.04 -0.22 0.06 0.33
H -4.565 2.529 4.428 0.00 -0.02 -0.04 0.17
H -6.231 3.068 4.555 -0.07 -0.05 0.09 0.42
H -5.840 1.576 3.676 -0.09 -0.02 0.02 0.27
O 0.140 1.340 -6.311 -2.73 0.49 1.26 -0.77
P -0.264 -0.079 -6.393 4.88 -2.72 -2.75 1.02
O 0.749 -0.913 -5.437 -0.80 0.13 0.14 -0.31
C 0.671 -0.757 -4.025 0.02 0.04 0.26 -0.26
C -0.570 -1.395 -3.424 -0.10 0.02 -0.19 -0.93
O 0.321 -0.526 -7.845 -0.50 0.01 0.11 -0.34
C 0.746 0.442 -8.807 0.21 0.25 -0.06 -0.35
C 2.231 0.725 -8.699 0.18 -0.19 -0.03 -1.19
O -1.419 -1.201 -6.428 -1.13 2.02 0.97 -0.26
C -2.654 -0.950 -7.155 -0.33 -0.11 -0.22 -0.34
C -2.493 -0.990 -8.663 0.23 0.23 -0.06 -0.97
H 0.723 0.307 -3.772 0.01 -0.01 -0.03 0.26
H 1.561 -1.241 -3.619 0.05 0.01 -0.11 0.31
H -1.476 -0.881 -3.752 0.00 0.01 0.07 0.29
H -0.529 -1.357 -2.335 0.03 -0.04 0.00 0.23
H -0.661 -2.434 -3.739 0.06 -0.02 0.03 0.32
H 0.163 1.358 -8.706 0.05 0.03 0.16 0.38
H 0.518 0.035 -9.794 -0.04 -0.17 0.09 0.42
H 2.545 0.847 -7.663 -0.17 0.14 0.04 0.28
H 2.491 1.629 -9.251 -0.01 -0.01 -0.02 0.35
H 2.807 -0.105 -9.110 0.00 0.01 -0.02 0.31
H -3.078 0.004 -6.836 0.01 -0.01 0.05 0.32
H -3.341 -1.735 -6.844 0.14 -0.04 0.18 0.32
H -2.042 -0.072 -9.038 0.04 -0.03 -0.03 0.22
H -3.468 -1.090 -9.140 -0.04 -0.04 0.11 0.41
H -1.859 -1.821 -8.967 -0.05 -0.06 0.03 0.27
```
Positions in Å, forces in eV/Å.

The following is a DFT calculation (wB97M-V/def2-TZVPD) of a molecular structure, C18H41NO10PS2 at a distorted geometry.

As for the total charge: -1. Its highest occupied orbital energy is -5.28 eV. Its spin multiplicity is 1.

```
73
Properties=species:S:1:pos:R:3:forces:R:3:mulliken_charge:R:1
C 5.602 -0.434 3.417 0.09 -0.09 0.53 -0.69
O 6.504 -0.209 2.354 -0.61 -0.32 -0.06 -0.37
C 5.866 -0.002 1.102 0.66 0.24 -0.97 -0.46
C 6.717 -0.576 -0.056 -0.16 0.16 0.67 -0.64
C 7.342 -1.945 0.252 0.38 -0.53 -0.79 -0.78
C 6.496 -3.133 -0.242 -0.27 0.52 0.18 -0.80
C 5.403 -3.547 0.784 0.33 -0.19 -0.45 -0.50
S 3.862 -3.633 -0.157 -0.63 -0.75 0.13 0.99
O 3.621 -2.304 -0.691 0.18 0.22 0.53 -0.64
O 4.103 -4.641 -1.171 0.28 -0.02 0.04 -0.69
N 2.766 -4.148 0.937 -0.49 0.82 -0.85 -0.41
S 1.346 -4.524 0.240 2.20 -0.61 -0.49 1.05
O 1.139 -3.957 -1.065 -0.34 0.65 0.15 -0.60
O 1.185 -5.955 0.241 -0.81 -0.03 0.90 -0.75
O 0.305 -3.826 1.266 0.16 -0.31 -0.74 -0.24
C -1.058 -4.208 0.980 -0.50 -0.54 1.10 -1.05
C -2.006 -3.069 1.369 0.91 0.84 -0.01 0.43
C -1.577 -2.561 2.767 -0.29 -0.40 -0.12 -1.69
C -2.084 -1.896 0.331 -0.22 0.15 -0.35 0.70
C -1.609 -2.256 -1.092 -0.65 0.62 0.01 -1.68
C -1.357 -0.598 0.753 0.16 -0.84 -0.09 -1.44
H 5.974 -1.276 4.017 -0.01 0.18 -0.06 0.23
H 5.530 0.446 4.074 0.02 -0.08 -0.15 0.25
H 4.588 -0.695 3.094 0.18 0.05 -0.18 0.34
H 5.804 1.085 0.932 -0.45 -0.18 0.05 0.33
H 4.877 -0.471 1.026 0.05 0.12 0.40 0.30
H 7.483 0.153 -0.347 0.03 -0.16 0.23 0.40
H 6.041 -0.664 -0.915 0.10 -0.03 0.09 0.32
H 7.582 -2.106 1.308 -0.06 0.40 -0.06 0.41
H 8.302 -1.990 -0.283 -0.11 0.01 0.12 0.38
H 7.130 -3.985 -0.499 -0.10 0.02 0.24 0.37
H 6.005 -2.840 -1.176 0.12 -0.08 0.07 0.41
H 5.682 -4.530 1.170 -0.56 0.01 0.07 0.44
H 5.331 -2.852 1.624 -0.18 0.03 -0.20 0.17
H -1.190 -4.597 -0.031 0.20 0.36 -0.03 0.49
H -1.276 -5.048 1.659 0.02 0.06 -0.19 0.48
H -3.008 -3.502 1.484 0.15 -0.06 -0.20 0.38
H -1.582 -3.429 3.438 -0.09 0.32 0.18 0.48
H -0.566 -2.154 2.777 -0.08 -0.13 -0.14 0.34
H -2.246 -1.773 3.129 -0.05 -0.27 0.09 0.39
H -3.151 -1.636 0.240 0.15 -0.06 0.07 0.24
H -2.022 -1.489 -1.763 0.14 -0.10 0.07 0.46
H -2.025 -3.203 -1.446 0.34 -0.03 0.07 0.38
H -0.522 -2.208 -1.183 -0.11 -0.46 0.03 0.30
H -1.267 0.060 -0.117 -0.23 0.10 0.24 0.38
H -1.880 -0.119 1.584 0.20 0.20 -0.15 0.29
H -0.338 -0.863 1.056 -0.08 0.23 0.02 0.32
O -4.070 1.847 -1.529 1.61 -0.57 3.40 -0.80
P -3.903 3.248 -1.023 -2.88 3.52 -5.83 1.31
O -5.472 3.758 -0.996 0.45 -0.29 0.70 -0.36
C -6.333 3.236 0.014 -0.20 -0.09 0.14 -0.37
C -5.979 3.755 1.397 0.15 -0.01 0.01 -0.97
O -3.388 3.928 -2.425 0.46 0.07 0.64 -0.43
C -2.926 3.155 -3.532 -0.04 -0.11 -0.35 -0.27
C -4.048 2.913 -4.519 -0.22 0.05 -0.03 -1.14
O -3.397 4.563 -0.162 0.36 -2.68 1.19 -0.40
C -2.816 5.746 -0.716 0.70 0.55 -0.06 -0.17
C -3.852 6.648 -1.349 -0.36 -0.14 -0.07 -1.03
H -6.307 2.143 -0.007 0.01 0.01 -0.04 0.29
H -7.346 3.547 -0.245 0.07 0.04 -0.14 0.31
H -5.001 3.384 1.717 -0.04 -0.01 0.03 0.27
H -6.719 3.432 2.130 0.00 -0.03 -0.03 0.41
H -5.927 4.844 1.400 -0.05 0.00 -0.02 0.21
H -2.469 2.224 -3.202 -0.17 -0.03 0.10 0.30
H -2.136 3.737 -4.013 -0.04 0.13 0.11 0.34
H -4.908 2.444 -4.040 0.12 -0.11 0.08 0.28
H -3.713 2.272 -5.336 0.03 0.02 0.01 0.39
H -4.396 3.859 -4.937 0.07 0.00 -0.03 0.30
H -2.005 5.505 -1.400 -0.17 -0.13 -0.10 0.26
H -2.355 6.273 0.123 -0.11 -0.22 0.15 0.35
H -4.382 6.157 -2.163 0.12 -0.06 -0.02 0.26
H -3.373 7.545 -1.744 0.06 -0.01 0.09 0.39
H -4.602 6.944 -0.613 0.08 0.06 0.04 0.28
```
Positions in Å, forces in eV/Å.